Formula: C51H44N5O7Sc
Source: the OMol25 dataset
Level of theory: ωB97M-V/def2-TZVPD

XYZ file:
```
108
Properties=species:S:1:pos:R:3:mulliken_charge:R:1
Sc 0.163 1.100 0.049 -1.907
O 0.414 -1.792 4.114 -0.811
C -0.849 -1.482 4.568 0.695
C -1.234 -2.225 5.715 -0.795
C -2.467 -2.006 6.276 -0.361
C -3.300 -1.070 5.701 -0.742
C -2.950 -0.351 4.601 -0.743
C -1.675 -0.519 4.011 0.300
C -1.199 0.323 2.861 0.950
O -0.009 0.091 2.461 -1.113
N -2.003 1.299 2.474 -1.138
N -1.185 2.141 1.684 1.064
C -1.339 3.374 1.863 -0.500
C -0.403 4.363 1.359 1.357
C -0.811 5.701 1.493 -0.619
C 0.033 6.784 1.296 -1.024
C 1.422 6.440 1.207 -0.512
C 1.864 5.130 1.145 -0.861
C 0.951 4.035 1.213 0.454
O 1.354 2.806 1.045 -0.350
H 0.518 -1.240 3.245 0.367
H -0.422 -2.810 6.086 0.456
H -2.756 -2.381 7.248 0.391
H -4.228 -0.892 6.243 0.346
H -3.639 0.334 4.230 0.623
H -2.171 3.819 2.569 -0.123
H -1.844 5.975 1.876 0.154
H -0.375 7.768 1.434 0.420
H 2.201 7.177 1.046 0.322
H 2.894 4.929 0.916 0.371
O -0.996 -0.670 0.021 0.847
C -2.096 -1.238 -0.457 0.131
C -2.291 0.578 -2.062 -1.318
C -1.151 -0.023 -2.809 0.291
C -1.444 -0.866 -3.912 -0.226
C -0.328 -1.348 -4.650 -1.194
C 0.946 -1.109 -4.168 -0.756
C 1.121 -0.415 -2.950 0.245
C 2.528 -0.185 -2.438 -2.014
C 2.852 -0.465 -0.928 2.693
O 1.902 0.136 -0.191 0.129
C 4.199 0.136 -0.599 0.103
C 5.343 -0.398 -1.277 -0.581
C 6.610 0.037 -0.905 -1.009
C 6.706 0.938 0.143 -0.445
C 5.622 1.467 0.771 -1.007
C 4.350 1.061 0.421 -0.303
C 2.893 -1.923 -0.531 -0.164
C 2.462 -2.242 0.740 -0.585
C 2.552 -3.551 1.222 -0.585
C 2.968 -4.598 0.379 -0.633
C 3.398 -4.284 -0.913 -0.909
C 3.345 -2.959 -1.374 0.101
N 0.068 0.073 -2.341 1.433
C -2.961 -1.779 0.653 0.424
C -2.304 -2.655 1.513 0.560
C -2.979 -3.252 2.560 -0.746
C -4.315 -2.933 2.794 -0.449
C -4.973 -1.990 1.951 -1.192
C -4.277 -1.377 0.941 -0.375
C -1.973 -2.490 -1.336 -0.028
C -2.949 -2.984 -2.192 -0.231
C -2.765 -4.116 -2.936 -0.717
C -1.490 -4.784 -2.894 -0.790
C -0.529 -4.341 -1.988 -0.976
C -0.770 -3.166 -1.297 0.517
H -2.451 1.888 -0.494 0.583
H -3.005 0.922 -2.778 0.960
H -2.532 -1.014 -4.200 0.291
H -0.529 -1.992 -5.524 0.338
H 1.795 -1.529 -4.693 0.426
H 2.884 0.880 -2.551 0.499
H 3.203 -0.681 -3.104 0.836
H 5.281 -1.069 -2.103 0.276
H 7.515 -0.267 -1.413 0.403
H 7.693 1.308 0.500 0.261
H 5.735 2.205 1.527 0.536
H 3.559 1.529 0.985 0.287
H 2.050 -1.441 1.320 0.363
H 2.337 -3.703 2.275 0.448
H 3.063 -5.627 0.679 0.403
H 3.714 -5.079 -1.582 0.354
H 3.507 -2.670 -2.400 0.264
H -1.258 -2.755 1.402 0.441
H -2.456 -3.888 3.332 0.256
H -4.782 -3.424 3.620 0.444
H -5.922 -1.629 2.144 0.481
H -4.730 -0.623 0.336 0.436
H -3.970 -2.605 -2.290 0.356
H -3.565 -4.491 -3.596 0.336
H -1.347 -5.674 -3.421 0.498
H 0.461 -4.771 -1.915 0.431
H -0.004 -2.720 -0.740 0.411
C 0.150 4.357 -3.222 -2.257
C -0.263 3.317 -2.180 0.349
N 0.677 2.627 -1.521 1.468
O 2.029 2.853 -1.804 -0.741
C -1.556 2.862 -2.068 0.033
C -2.731 3.789 -2.346 -1.815
N -1.774 1.710 -1.215 0.314
O -2.966 -0.322 -1.167 -0.463
H 0.239 3.880 -4.201 0.307
H 1.122 4.766 -2.958 0.416
H -0.550 5.150 -3.360 0.551
H 2.414 2.853 -0.896 0.320
H -2.551 4.440 -3.191 0.625
H -3.078 4.331 -1.468 0.088
H -3.630 3.199 -2.713 0.278
```

* Kohn-Sham gap: 5.3 eV
* LUMO energy: 4.3761 eV
* F_max: 3.08 eV/Å
* E_tot: -96088.165 eV
* total charge: -2

Formula: C5H15N2O
Source: the OMol25 dataset
Level of theory: ωB97M-V/def2-TZVPD

XYZ file:
```
23
Properties=species:S:1:pos:R:3:lowdin_spin:R:1
C -1.349 0.277 -1.244 0.052
N 0.096 0.534 -1.341 0.588
C 0.848 -0.624 -0.990 0.130
C 0.707 -1.089 0.409 0.015
C 1.543 -2.281 0.976 0.001
O 0.645 0.070 1.323 0.010
C -1.824 0.891 0.102 0.020
N -0.806 1.972 0.561 0.023
H -1.681 -0.796 -1.304 0.012
H -1.717 0.749 -2.183 0.005
H 0.377 0.780 -2.309 0.013
H 0.628 -1.427 -1.820 0.089
H 2.004 -0.373 -1.339 0.029
H -0.370 -1.294 0.636 0.003
H 2.604 -2.309 0.457 0.000
H 1.809 -1.960 2.061 0.000
H 1.215 -3.316 1.122 0.000
H 1.317 0.752 1.132 0.000
H -1.673 0.028 0.815 0.001
H -2.734 1.347 0.131 0.000
H -1.030 2.988 0.307 0.000
H 0.106 1.919 0.201 0.007
H -0.587 1.773 1.459 0.001
```

* Kohn-Sham gap (alpha / beta): 11.7 / 5.8 eV
* multiplicity: 2
* LUMO energy (alpha / beta): -7.4445 / -13.2376 eV
* F_max: 5.20 eV/Å
* E_tot: -10433.680 eV
* expectation value of S²: 0.754
* total charge: +2

Formula: C4H12NO3
Source: the OMol25 dataset
Level of theory: ωB97M-V/def2-TZVPD

XYZ file:
```
20
Properties=species:S:1:pos:R:3:mulliken_charge:R:1
C 1.215 -0.459 -1.398 -1.564
C 0.987 0.709 -0.339 0.344
C 1.515 0.330 1.064 -0.667
O 2.882 -0.078 1.138 -0.550
N -0.358 1.258 -0.437 -0.590
C -1.405 0.315 0.276 -0.348
O -1.161 -0.999 0.152 -0.902
H 1.154 -1.389 -0.832 0.218
H 0.495 -0.200 -2.160 0.444
H 2.252 -0.327 -1.701 0.418
H 1.614 1.551 -0.699 0.467
H 0.856 -0.437 1.471 0.307
H 1.437 1.252 1.654 0.304
H 2.954 -0.883 0.637 0.332
H -0.337 2.038 0.222 0.313
H -2.357 0.667 -0.176 0.235
H -1.378 0.729 1.280 0.193
H -2.638 -1.555 0.107 0.523
H -4.069 -0.834 -0.150 0.248
O -3.659 -1.689 -0.108 -0.726
```

* Kohn-Sham gap: 7.2 eV
* LUMO energy: 3.6360 eV
* F_max: 2.93 eV/Å
* E_tot: -11974.809 eV
* total charge: -1

Formula: C31H66B3O13PS
Source: the OMol25 dataset
Level of theory: ωB97M-V/def2-TZVPD

XYZ file:
```
115
Properties=species:S:1:pos:R:3:mulliken_charge:R:1
C 0.393 -1.071 2.973 -1.186
C 1.803 -1.106 2.371 0.340
C 2.023 -0.238 1.118 -0.480
O 0.792 0.192 0.517 -0.510
B 0.262 1.395 0.749 0.348
O -1.098 1.625 0.597 -0.340
B -1.577 2.867 0.918 0.514
O -0.947 3.527 1.970 -0.131
B 0.395 3.294 2.090 0.268
P 1.396 3.908 3.623 0.501
O 0.894 5.430 3.793 -0.426
O 2.948 4.019 3.207 -0.575
S 1.164 2.745 5.124 -0.374
O 1.031 2.493 1.178 0.010
H -0.375 -0.937 2.213 0.277
H 0.290 -0.284 3.724 0.213
H 0.184 -2.016 3.478 0.373
H 2.504 -0.759 3.134 0.320
H 2.074 -2.134 2.136 -0.120
H 2.633 0.637 1.349 0.226
H 2.544 -0.806 0.347 0.333
H -2.428 3.411 0.297 -0.188
H 1.213 5.801 4.625 0.303
H 3.101 4.529 2.404 0.345
C -2.253 6.338 4.446 -0.070
C -3.168 7.536 4.692 -0.483
C -3.819 7.151 6.015 -0.493
O -2.850 6.382 6.729 -0.439
C -1.779 6.018 5.857 -0.382
H -1.430 6.545 3.766 0.357
H -2.826 5.501 4.041 0.029
H -2.576 8.446 4.812 0.293
H -3.893 7.703 3.897 0.240
H -4.713 6.540 5.850 0.267
H -4.099 8.011 6.626 0.300
H -0.892 6.610 6.117 0.234
H -1.543 4.964 6.008 0.177
C 1.776 -5.813 -1.026 -0.316
C 2.162 -6.542 0.259 -0.175
C 2.840 -5.434 1.053 -0.642
O 2.186 -4.221 0.672 -0.233
C 1.376 -4.447 -0.486 0.184
H 0.967 -6.284 -1.580 0.362
H 2.637 -5.719 -1.692 0.142
H 1.272 -6.881 0.791 -0.126
H 2.815 -7.400 0.101 0.414
H 3.906 -5.360 0.812 0.318
H 2.739 -5.561 2.133 0.276
H 0.320 -4.435 -0.194 0.247
H 1.543 -3.636 -1.194 -0.468
C -3.453 1.080 -3.411 -0.579
C -4.149 2.136 -4.271 -0.631
C -4.772 3.035 -3.208 -0.430
O -3.897 2.982 -2.082 -0.295
C -2.954 1.924 -2.247 -0.144
H -2.649 0.555 -3.924 0.324
H -4.177 0.341 -3.062 0.280
H -3.412 2.693 -4.854 0.269
H -4.888 1.725 -4.958 0.372
H -5.763 2.673 -2.914 0.296
H -4.867 4.075 -3.527 0.202
H -1.970 2.354 -2.470 0.142
H -2.880 1.375 -1.308 0.147
C 2.410 -3.335 -5.012 -0.156
C 1.909 -4.520 -5.836 -0.727
C 1.075 -5.271 -4.805 -0.375
O 0.541 -4.280 -3.927 -0.412
C 1.192 -3.029 -4.151 -0.206
H 2.719 -2.484 -5.619 0.319
H 3.258 -3.631 -4.395 0.089
H 1.280 -4.176 -6.659 0.293
H 2.711 -5.130 -6.249 0.342
H 1.698 -5.965 -4.229 0.169
H 0.247 -5.832 -5.240 0.351
H 0.500 -2.350 -4.660 0.285
H 1.451 -2.592 -3.185 0.043
C -1.755 -7.927 4.001 -0.571
C -1.497 -6.424 3.903 -0.660
C -0.007 -6.390 3.588 0.022
O 0.264 -7.574 2.834 -0.369
C -0.852 -8.462 2.896 -0.442
H -2.799 -8.202 3.857 0.342
H -1.432 -8.305 4.974 0.249
H -2.071 -5.995 3.079 0.287
H -1.744 -5.878 4.812 0.363
H 0.591 -6.403 4.505 0.222
H 0.290 -5.523 2.994 -0.019
H -1.371 -8.459 1.931 0.259
H -0.483 -9.471 3.086 0.304
C -4.053 5.893 -0.661 -0.107
C -4.738 6.987 -1.477 -0.695
C -5.313 7.873 -0.379 -0.524
O -4.416 7.773 0.726 -0.417
C -3.503 6.694 0.512 -0.118
H -3.283 5.351 -1.206 0.249
H -4.785 5.161 -0.315 0.185
H -4.002 7.539 -2.066 0.330
H -5.505 6.611 -2.154 0.315
H -6.305 7.522 -0.072 0.281
H -5.394 8.922 -0.667 0.297
H -2.513 7.104 0.280 0.194
H -3.426 6.115 1.434 -0.001
C 7.756 -1.672 -4.202 -0.566
C 6.702 -0.576 -4.349 -0.568
C 5.559 -1.339 -5.007 -0.349
O 5.645 -2.680 -4.525 -0.312
C 6.891 -2.877 -3.855 -0.486
H 8.504 -1.460 -3.440 0.334
H 8.270 -1.833 -5.152 0.259
H 6.399 -0.210 -3.366 0.271
H 7.034 0.274 -4.943 0.350
H 5.661 -1.340 -6.097 0.272
H 4.575 -0.939 -4.754 0.247
H 6.714 -2.937 -2.775 0.278
H 7.317 -3.825 -4.187 0.275
```

* Kohn-Sham gap: 9.3 eV
* LUMO energy: 0.1519 eV
* F_max: 0.70 eV/Å
* SMILES: CCCOB1OBOB(P(O)(O)=S)O1.C1CCOC1.C1CCOC1.C1CCOC1.C1CCOC1.C1CCOC1.C1CCOC1.C1CCOC1
* E_tot: -81995.729 eV
* total charge: 0

Formula: C10H15NO
Source: the OMol25 dataset
Level of theory: ωB97M-V/def2-TZVPD

XYZ file:
```
27
Properties=species:S:1:pos:R:3:mulliken_charge:R:1
C 0.088 1.185 -1.881 -0.364
C -0.185 0.134 -2.982 -0.990
C 1.450 1.000 -1.251 0.514
O 2.078 -0.032 -1.340 -0.625
N 1.900 2.068 -0.535 -0.364
H -0.062 2.162 -2.336 0.425
H -0.708 1.128 -1.145 0.216
H 0.753 -0.296 -3.327 0.297
H -0.747 0.579 -3.804 0.335
H 2.794 2.056 -0.078 0.236
H 1.311 2.872 -0.404 0.189
H -0.782 -0.667 -2.550 0.129
C -1.282 -2.446 0.130 -1.443
C 0.940 -0.442 2.448 -0.590
C 0.186 0.722 2.649 -0.440
C 0.451 -1.450 1.645 -0.437
C -0.765 -1.312 0.975 1.023
C -1.044 0.848 2.047 -0.545
C -1.502 -0.159 1.198 -0.401
H 1.864 -0.547 2.996 0.397
H 0.619 1.477 3.298 0.401
H 1.013 -2.365 1.524 0.344
H -1.633 1.722 2.311 0.359
H -2.369 -2.450 0.077 0.353
H -0.959 -3.389 0.553 0.424
H -2.455 -0.006 0.697 0.319
H -0.956 -2.392 -0.913 0.237
```

* Kohn-Sham gap: 9.9 eV
* LUMO energy: 0.8725 eV
* F_max: 1.33 eV/Å
* SMILES: Cc1ccccc1.CCC(N)=O
* E_tot: -14151.514 eV
* total charge: 0

Formula: C22H44Cl4O5
Source: the OMol25 dataset
Level of theory: ωB97M-V/def2-TZVPD

XYZ file:
```
75
Properties=species:S:1:pos:R:3:mulliken_charge:R:1
C 3.063 -0.098 3.536 -0.572
C 2.858 -1.403 2.780 -0.258
C 1.492 -1.824 3.392 -0.365
O 0.720 -0.646 3.517 -0.339
C 1.620 0.464 3.607 -0.227
H 3.783 0.509 2.954 0.328
H 3.542 -0.394 4.570 0.249
H 3.694 -2.100 3.003 0.408
H 2.798 -1.254 1.720 -0.025
H 1.584 -2.273 4.419 0.331
H 0.928 -2.505 2.752 0.171
H 1.381 1.067 4.499 0.374
H 1.410 1.072 2.738 -0.056
C 2.497 -1.369 -6.779 -0.701
C 3.321 -2.328 -5.900 -0.481
C 2.851 -1.970 -4.536 -0.496
O 2.050 -0.736 -4.627 -0.271
C 2.336 -0.169 -5.895 -0.331
H 1.567 -1.757 -6.989 0.295
H 2.890 -1.066 -7.709 0.405
H 4.393 -2.220 -6.089 0.275
H 3.042 -3.403 -6.061 0.246
H 3.656 -1.694 -3.845 0.300
H 2.284 -2.791 -4.099 0.319
H 3.261 0.435 -5.775 0.239
H 1.453 0.474 -6.212 0.231
C -2.052 -4.094 3.194 -0.703
C -3.375 -4.560 3.858 -0.515
C -4.415 -3.591 3.248 -0.632
O -3.755 -2.368 2.947 -0.371
C -2.351 -2.648 2.736 0.276
H -1.723 -4.754 2.451 0.410
H -1.257 -4.102 3.892 0.287
H -3.274 -4.466 4.959 0.254
H -3.663 -5.600 3.674 0.310
H -5.227 -3.466 3.928 0.357
H -4.817 -3.955 2.328 0.332
H -1.821 -1.984 3.433 -0.027
H -2.047 -2.350 1.740 0.040
C -1.005 -0.482 -0.861 -1.006
C 0.182 -0.297 -1.811 -0.391
C 1.328 0.207 -0.857 -0.094
O 0.993 -0.233 0.419 -0.253
C -0.364 -0.059 0.538 0.716
H -1.231 -1.538 -0.969 0.356
H -1.902 0.034 -1.085 0.519
H 0.067 0.398 -2.595 0.332
H 0.482 -1.228 -2.255 0.183
H 1.380 1.323 -0.827 -0.086
H 2.283 -0.191 -1.180 0.323
H -0.578 0.990 0.794 -0.168
H -0.711 -0.624 1.349 -0.418
C -2.297 4.186 -0.850 -0.642
C -2.166 4.728 0.576 -0.295
C -0.652 4.721 0.780 -0.606
O -0.224 3.507 0.253 -0.322
C -1.001 3.385 -0.956 0.257
H -2.305 5.058 -1.695 0.270
H -3.212 3.653 -0.870 0.279
H -2.662 4.007 1.197 0.024
H -2.700 5.708 0.783 0.358
H -0.427 4.713 1.832 0.372
H -0.134 5.557 0.237 0.246
H -1.198 2.344 -1.169 -0.171
H -0.395 3.758 -1.769 0.190
C -4.589 1.199 2.701 -0.380
Cl -2.886 0.950 2.957 -0.045
Cl -5.033 1.375 1.046 -0.157
H -5.075 0.287 3.064 0.258
H -4.915 2.055 3.325 0.319
C 3.236 3.388 -2.598 -0.174
Cl 1.961 3.320 -3.818 -0.155
Cl 4.421 2.106 -2.763 -0.166
H 3.807 4.269 -2.699 0.405
H 2.823 3.343 -1.581 0.060
```

* Kohn-Sham gap: 9.8 eV
* LUMO energy: 0.7114 eV
* F_max: 3.34 eV/Å
* SMILES: C1CCOC1.C1CCOC1.C1CCOC1.C1CCOC1.C1CCOC1.ClCCl.ClCCl
* E_tot: -83851.099 eV
* total charge: 0

Formula: C2H6N4O
Source: the OMol25 dataset
Level of theory: ωB97M-V/def2-TZVPD

XYZ file:
```
13
Properties=species:S:1:pos:R:3:mulliken_charge:R:1
C -0.560 0.432 0.367 -0.132
C 1.522 -0.643 -0.125 -0.018
H -2.968 -1.407 0.129 0.294
H -3.422 1.201 0.485 0.204
H -0.881 1.330 1.005 0.302
H 0.614 2.005 -0.952 0.288
H 1.256 2.224 0.550 0.287
H 2.462 -0.473 -0.416 0.478
N -2.649 -0.039 -0.250 -0.590
N -1.312 -0.484 -0.190 -0.086
N 0.872 0.416 0.380 0.079
N 1.315 1.582 -0.331 -0.657
O 1.199 -1.741 0.060 -0.449
```

* Kohn-Sham gap: 8.2 eV
* LUMO energy: -0.6507 eV
* F_max: 5.73 eV/Å
* E_tot: -10170.493 eV
* total charge: 0

Formula: C4H6O
Source: the OMol25 dataset
Level of theory: ωB97M-V/def2-TZVPD

XYZ file:
```
11
Properties=species:S:1:pos:R:3:mulliken_charge:R:1
C 0.146 -1.136 0.038 0.359
C 0.967 0.037 -0.350 -0.457
C -0.157 0.998 0.079 -0.422
C -1.101 -0.197 0.261 -0.432
H 2.033 0.188 0.033 0.283
H 1.195 0.067 -1.398 0.235
H 0.216 1.341 1.077 0.177
H -0.218 1.784 -0.691 0.318
H -1.495 -0.356 1.351 0.213
H -1.909 -0.393 -0.450 0.283
O 0.325 -2.333 0.048 -0.557
```

* Kohn-Sham gap: 10.5 eV
* LUMO energy: 0.9811 eV
* F_max: 2.95 eV/Å
* SMILES: O=C1CCC1
* E_tot: -6291.267 eV
* total charge: 0